a | C5H10 | ωB97M-V/def2-TZVPD

Element x y z (Å)
C  0.110  -0.163  -1.734
C  0.467  -1.043  -0.550
C  0.285  -0.340  0.773
C  0.316  1.020  1.410
C  -0.983  0.570  0.846
H  0.479  0.852  -1.551
H  -0.977  -0.103  -1.850
H  0.546  -0.534  -2.661
H  1.430  -1.552  -0.675
H  -0.269  -1.857  -0.453
H  0.558  -1.050  1.564
H  0.378  0.876  2.481
H  0.794  1.918  1.039
H  -1.854  0.224  1.380
H  -1.281  1.180  -0.020

- HOMO: -9.37 eV
- SMILES string: CCC1CC1
- Total charge: 0
- Frontier orbital gap: 10.621 eV

Here are the natural (NBO) charges for atoms 1 to 4, given in e:
1 C -0.612
2 C -0.389
3 C -0.228
4 C -0.408

=====

b | C5H10 | ωB97M-V/def2-TZVPD

Element x y z (Å)
C  -1.580  -0.156  0.964
C  -0.679  -0.265  -0.183
C  0.664  0.257  -0.001
C  1.166  1.506  0.033
C  1.277  -0.899  0.579
H  -2.637  -0.181  0.721
H  -1.287  -1.003  1.618
H  -1.333  0.747  1.515
H  -0.791  -1.094  -0.873
H  -2.225  -1.348  -5.921
H  0.598  2.283  -0.458
H  2.194  1.693  0.310
H  -2.928  -1.370  -6.187
H  2.354  -1.058  0.508
H  0.777  -1.808  0.894

- HOMO: -6.81 eV
- Total charge: 0
- Frontier orbital gap: 5.975 eV

Here are the natural (NBO) charges for atoms 1 to 4, given in e:
1 C -0.689
2 C -0.023
3 C -0.151
4 C -0.321

=====

c | C5H10 | ωB97M-V/def2-TZVPD

Element x y z (Å)
C  1.026  0.427  -2.455
C  0.840  -0.200  -1.299
C  -0.374  -0.051  -0.416
C  -0.006  0.311  0.989
C  -0.883  -0.351  2.068
H  0.294  1.145  -2.827
H  1.799  0.324  -3.205
H  1.550  -0.955  -0.975
H  -1.159  0.534  -0.882
H  -0.771  -1.080  -0.547
H  0.008  1.388  1.158
H  1.013  -0.031  1.214
H  -1.649  0.380  2.338
H  -1.304  -1.322  1.812
H  -0.383  -0.518  3.027

- HOMO: -9.57 eV
- SMILES string: C=CCCC
- Total charge: 0
- Frontier orbital gap: 10.848 eV

Here are the natural (NBO) charges for atoms 1 to 4, given in e:
1 C -0.411
2 C -0.154
3 C -0.445
4 C -0.400

=====

Name the most stable of them. c.

=====

a | C5H10 | ωB97M-V/def2-TZVPD

Element x y z (Å)
C  2.255  -0.436  -1.164
C  0.885  -0.506  -0.725
C  0.189  0.368  0.112
C  -1.313  0.195  0.081
C  -1.819  0.300  1.502
H  2.682  0.519  -0.949
H  2.798  -1.186  -0.630
H  2.422  -0.787  -2.127
H  0.288  -1.356  -1.066
H  0.724  1.325  0.319
H  -1.630  -0.660  -0.548
H  -1.616  1.134  -0.356
H  -2.804  0.024  1.483
H  -1.360  -0.313  2.198
H  -1.701  1.380  1.869

- HOMO: -8.63 eV
- SMILES string: C/C=C/CC
- Total charge: 0
- Frontier orbital gap: 9.900 eV

Here are the natural (NBO) charges for atoms 1 to 4, given in e:
1 C -0.657
2 C -0.156
3 C -0.212
4 C -0.427

=====

b | C5H10 | ωB97M-V/def2-TZVPD

Element x y z (Å)
C  -1.961  -0.065  -1.708
C  -1.231  0.036  -0.518
C  -1.398  -0.794  0.782
H  -1.765  0.497  -2.675
H  -2.845  -0.740  -1.707
H  -0.663  0.968  -0.162
H  -0.776  -0.240  1.622
H  -2.547  -0.766  1.029
H  -1.159  -1.830  0.491
C  2.032  0.487  1.052
C  2.851  0.420  -0.082
H  2.144  1.283  1.857
H  1.164  -0.118  1.184
H  3.333  1.302  -0.452
H  2.820  -0.440  -0.713

- HOMO: -9.15 eV
- SMILES string: C=CC.C=C
- Total charge: 0
- Frontier orbital gap: 10.303 eV

Here are the natural (NBO) charges for atoms 1 to 4, given in e:
1 C -0.431
2 C -0.180
3 C -0.676
4 H 0.215

=====

c | C5H10 | ωB97M-V/def2-TZVPD

Element x y z (Å)
C  -0.231  1.195  -3.741
C  -0.239  0.947  -2.440
C  -1.358  1.276  -1.499
H  0.643  1.199  -4.382
H  -1.122  1.178  -4.365
H  0.677  0.616  -1.955
H  -2.212  1.582  -2.102
H  -0.991  2.017  -0.795
H  -1.691  0.382  -0.967
C  0.593  -1.437  4.055
C  1.609  -2.070  3.468
H  0.680  -0.469  4.527
H  -0.404  -1.814  3.840
H  2.455  -1.483  3.128
H  1.590  -3.119  3.229

- HOMO: -9.44 eV
- SMILES string: C=CC.C=C
- Total charge: 0
- Frontier orbital gap: 10.463 eV

Here are the natural (NBO) charges for atoms 1 to 4, given in e:
1 C -0.414
2 C -0.157
3 C -0.646
4 H 0.195

=====

d | C5H10 | ωB97M-V/def2-TZVPD

Element x y z (Å)
C  -2.110  -0.173  0.000
C  -0.707  -0.727  -0.028
C  0.467  -0.092  -0.001
C  0.548  1.431  -0.015
C  1.763  -0.847  -0.010
H  -2.691  -0.610  -0.845
H  -2.577  -0.489  0.951
H  -2.161  0.915  -0.050
H  -0.650  -1.828  -0.010
H  1.586  1.753  0.051
H  0.096  1.878  -0.930
H  0.051  1.872  0.864
H  2.612  -0.154  0.087
H  1.865  -1.516  0.864
H  1.906  -1.413  -0.927

- HOMO: -8.73 eV
- SMILES string: CC=C(C)C
- Total charge: 0
- Frontier orbital gap: 9.859 eV

Here are the natural (NBO) charges for atoms 1 to 4, given in e:
1 C -0.646
2 C -0.186
3 C -0.003
4 C -0.654

=====

Name the most stable of them. d.

=====

a | C5H10 | ωB97M-V/def2-TZVPD

Element x y z (Å)
C  0.656  -0.150  -1.497
C  0.601  -0.418  -0.124
C  1.044  0.438  0.878
C  -2.696  -0.688  0.366
C  2.373  0.934  0.729
H  1.638  -0.632  -0.820
H  0.760  0.887  -2.070
H  0.314  -0.846  -2.281
H  0.451  0.835  1.700
H  -1.838  -0.575  -0.274
H  -2.676  -1.603  0.977
H  -2.756  0.085  1.216
H  2.986  0.954  -0.232
H  2.781  1.366  1.625
H  -3.637  -0.588  -0.192

- HOMO: -7.59 eV
- Total charge: 0
- Frontier orbital gap: 8.244 eV

Here are the Mulliken charges for atoms 1 to 4, given in e:
1 C -0.340
2 C -0.161
3 C -0.162
4 C -0.731

=====

b | C5H10 | ωB97M-V/def2-TZVPD

Element x y z (Å)
C  1.884  0.027  0.200
C  0.375  0.241  0.391
C  -0.621  -0.944  0.504
C  -1.628  -0.135  -0.348
C  -0.499  0.848  -0.736
H  2.464  0.849  0.637
H  2.232  -0.901  0.672
H  2.187  -0.037  -0.853
H  0.189  0.855  1.279
H  -0.304  -1.879  0.029
H  -0.933  -1.176  1.528
H  -2.411  0.336  0.254
H  -2.100  -0.669  -1.176
H  -0.723  1.916  -0.636
H  -0.111  0.668  -1.745

- HOMO: -10.45 eV
- SMILES string: CC1CCC1
- Total charge: 0
- Frontier orbital gap: 11.753 eV

Here are the natural (NBO) charges for atoms 1 to 4, given in e:
1 C -0.615
2 C -0.209
3 C -0.398
4 C -0.401

=====

c | C5H10 | ωB97M-V/def2-TZVPD

Element x y z (Å)
C  1.472  2.168  -0.305
C  0.575  1.234  0.464
C  0.012  0.137  -0.104
C  -0.941  -0.808  0.562
C  -1.161  -2.074  -0.273
H  2.402  2.176  0.410
H  1.245  3.036  -0.452
H  1.639  1.758  -1.267
H  0.224  1.561  1.247
H  0.614  -0.232  -1.155
H  -0.547  -1.430  1.588
H  -1.781  -0.385  0.749
H  -1.708  -1.773  -1.425
H  -0.280  -2.700  -0.181
H  -1.766  -2.668  0.143

- HOMO: -9.03 eV
- SMILES string: C/C=C/CC
- Total charge: 0
- Frontier orbital gap: 10.253 eV

Here are the natural (NBO) charges for atoms 1 to 4, given in e:
1 C -0.587
2 C -0.145
3 C -0.179
4 C -0.417

=====

Name the most stable of them. b.

=====

a | C5H10 | ωB97M-V/def2-TZVPD

Element x y z (Å)
C  0.072  1.783  -0.046
C  1.113  1.370  0.743
C  1.011  1.569  2.287
H  -0.040  1.661  -1.106
H  -0.906  2.078  0.450
H  1.943  0.627  0.416
H  1.489  2.517  2.698
H  -0.081  1.434  2.493
H  1.660  0.778  2.754
C  -1.401  -2.210  -2.297
C  -0.734  -2.345  -1.082
H  -2.153  -2.978  -2.782
H  -1.134  -1.381  -3.004
H  -0.810  -3.325  -0.582
H  -0.031  -1.578  -0.943

- HOMO: -9.47 eV
- SMILES string: C=CC.C=C
- Total charge: 0
- Frontier orbital gap: 10.642 eV

Here are the natural (NBO) charges for atoms 1 to 4, given in e:
1 C -0.416
2 C -0.176
3 C -0.662
4 H 0.200

=====

b | C5H10 | ωB97M-V/def2-TZVPD

Element x y z (Å)
C  0.185  0.280  -1.846
C  0.218  -0.113  -0.561
C  0.065  -1.545  -0.193
C  0.361  0.913  0.560
C  -0.699  0.577  1.680
H  0.338  1.270  -2.232
H  -0.008  -0.520  -2.558
H  0.011  -2.223  -1.008
H  1.000  -1.814  0.365
H  -0.775  -1.807  0.533
H  0.220  2.006  0.176
H  1.328  0.854  1.044
H  -0.715  1.499  2.318
H  -0.389  -0.394  2.203
H  -1.792  0.449  1.314

- HOMO: -9.15 eV
- SMILES string: C=C(C)CC
- Total charge: 0
- Frontier orbital gap: 10.257 eV

Here are the natural (NBO) charges for atoms 1 to 4, given in e:
1 C -0.415
2 C 0.025
3 C -0.650
4 C -0.431

=====

c | C5H10 | ωB97M-V/def2-TZVPD

Element x y z (Å)
C  1.187  -1.074  0.024
C  0.093  -0.032  -0.164
C  -0.054  0.783  -1.438
C  -0.224  0.695  1.185
C  -1.228  -0.280  0.599
H  2.205  -0.621  0.476
H  1.451  -1.668  -0.950
H  0.850  -1.741  0.917
H  -0.308  0.020  -2.205
H  0.819  1.253  -1.793
H  -0.892  1.420  -1.308
H  -0.693  1.666  1.187
H  0.231  0.578  2.162
H  -2.022  0.206  0.094
H  -1.415  -1.205  1.214

- HOMO: -9.59 eV
- SMILES string: CC1(C)CC1
- Total charge: 0
- Frontier orbital gap: 10.713 eV

Here are the natural (NBO) charges for atoms 1 to 4, given in e:
1 C -0.611
2 C -0.044
3 C -0.595
4 C -0.447

=====

Name the most stable of them. b.

=====

a | C5H7NO2S2 | ωB97M-V/def2-TZVPD

Element x y z (Å)
C  -0.889  -0.663  -0.911
C  0.603  -0.707  1.019
C  -1.985  -3.054  0.946
C  -1.708  0.617  -1.037
C  1.840  -0.046  0.481
N  -0.513  -0.906  0.459
O  -0.678  -1.440  -1.823
O  0.524  -0.915  2.344
S  -2.548  -2.373  2.183
S  -1.514  -4.070  -0.153
H  -1.131  1.271  -0.458
H  -2.665  0.319  -0.695
H  -1.632  0.772  -2.122
H  2.084  -0.616  -0.551
H  1.708  0.934  0.234
H  2.689  -0.002  1.220
H  -0.200  -1.508  2.534

- HOMO: -9.26 eV
- Total charge: 0
- Frontier orbital gap: 9.223 eV

Here are the natural (NBO) charges for atoms 1 to 4, given in e:
1 C 0.703
2 C 0.613
3 C -0.375
4 C -0.710

=====

b | C5H7NO2S2 | ωB97M-V/def2-TZVPD

Element x y z (Å)
O  1.630  1.955  1.243
S  1.671  1.119  0.091
O  2.757  1.297  -0.740
C  1.553  -0.624  0.482
C  0.279  -1.035  0.684
C  -1.066  -0.286  0.955
C  -1.993  0.569  0.038
S  -3.608  0.756  0.431
N  -1.352  1.603  -0.751
C  0.087  1.529  -1.223
H  2.470  -1.071  0.641
H  0.184  -2.141  0.784
H  -0.967  0.350  2.025
H  -1.845  -0.946  1.256
H  -1.943  2.438  -0.587
H  0.231  0.586  -1.637
H  0.327  2.286  -1.931

- HOMO: -9.02 eV
- SMILES string: O=S1(=O)C=CCC(=S)NC1
- Total charge: 0
- Frontier orbital gap: 8.384 eV

Here are the natural (NBO) charges for atoms 1 to 4, given in e:
1 O -0.929
2 S 2.086
3 O -0.949
4 C -0.471

=====

Name the most stable of them. a.

=====

a | CH6NPS | ωB97M-V/def2-TZVPD

Element x y z (Å)
C  -0.812  -0.329  -0.386
P  -1.973  0.549  0.406
S  -2.794  2.246  -0.059
H  -0.354  -1.251  -0.152
H  -0.297  0.274  -1.230
H  -2.543  -0.197  1.406
N  2.268  -0.364  0.272
H  1.794  0.526  0.142
H  1.549  -0.947  -0.141
H  3.164  -0.506  -0.260

- HOMO: -8.95 eV
- SMILES string: C=[PH]=S.N
- Total charge: 0
- Frontier orbital gap: 8.665 eV

Here are the natural (NBO) charges for atoms 1 to 4, given in e:
1 C -0.958
2 P 0.942
3 S -0.462
4 H 0.242

=====

b | CH6NPS | ωB97M-V/def2-TZVPD

Element x y z (Å)
H  1.147  -1.424  -2.310
N  0.923  -0.844  -1.543
P  2.174  -0.141  -0.858
C  1.245  1.085  0.285
H  1.453  1.163  1.328
H  0.194  1.070  0.058
H  1.679  1.984  -0.207
S  -3.314  -0.584  1.372
H  -3.536  -1.719  0.689
H  -1.964  -0.591  1.186

- HOMO: -9.28 eV
- SMILES string: [H]/N=P/C.S
- Total charge: 0
- Frontier orbital gap: 9.153 eV

Here are the natural (NBO) charges for atoms 1 to 4, given in e:
1 H 0.359
2 N -1.078
3 P 0.984
4 C -0.965

=====

Name the most stable of them. b.

=====

a | CH6NPS | ωB97M-V/def2-TZVPD

Element x y z (Å)
C  -1.186  0.931  -0.020
N  -0.354  -1.631  0.100
P  2.171  -0.032  -0.055
S  0.164  -0.039  0.258
H  -1.346  1.287  -1.067
H  -0.134  2.080  0.614
H  -1.298  -1.536  0.458
H  -0.081  -1.847  -0.824
H  2.163  0.937  -1.025
H  -0.098  -0.151  1.559

- HOMO: -8.07 eV
- Total charge: 0
- Frontier orbital gap: 8.153 eV

Here are the natural (NBO) charges for atoms 1 to 4, given in e:
1 C -0.853
2 N -1.017
3 P -0.238
4 S 0.957

=====

b | CH6NPS | ωB97M-V/def2-TZVPD

Element x y z (Å)
C  -0.045  -0.837  -1.237
N  1.000  -0.299  1.089
P  0.603  2.215  -0.406
S  -0.071  0.306  0.027
H  -0.272  -0.523  -2.203
H  -0.837  -1.638  -1.164
H  0.930  0.019  2.028
H  1.319  -1.294  0.933
H  0.221  1.866  -1.792
H  -1.774  0.394  1.204

- HOMO (spin up / spin down): -7.76 / -7.52 eV
- Total charge: 0
- Frontier orbital gap (spin up / spin down): 6.757 / 6.050 eV

Here are the natural (NBO) charges for atoms 1 to 4, given in e:
1 C -0.925
2 N -1.048
3 P -0.182
4 S 0.966

=====

Name the most stable of them. b.